A 18-piece molecular cluster, C33H102N6O18 overall at a distorted geometry. Source: the Open Molecules 2025 dataset; level of theory: ωB97M-V/def2-TZVPD.

CARTESIAN COORDINATES (ANGSTROEM)
C 2.21833 -3.42934 4.30247
C 3.23128 -4.51540 4.40112
O 4.42919 -3.86865 4.70608
H 2.11293 -2.85806 5.22476
H 1.21923 -3.77978 4.04341
H 2.47748 -2.67242 3.56219
H 3.32524 -5.11400 3.49506
H 2.92956 -5.25768 5.14010
H 4.98306 -4.07510 3.94964
C -0.07920 1.79688 4.26352
C 1.38795 2.14513 4.46698
O 1.94487 2.49050 3.29496
H -0.20306 0.83808 3.76008
H -0.63071 2.45848 3.59553
H -0.53738 1.75031 5.25145
H 1.83754 1.26662 4.92980
H 1.45065 2.95855 5.18984
H 1.60366 1.82874 2.68895
C 2.27627 7.35022 3.52937
C 2.28068 5.87878 4.12024
O 3.00156 4.96329 3.24874
H 1.80625 7.41031 2.54776
H 3.32931 7.57875 3.36511
H 1.80993 8.03522 4.23747
H 1.29080 5.43328 4.21905
H 2.68441 5.74513 5.12385
H 2.49560 4.14838 3.20969
C 0.44971 -4.30736 0.16758
C 1.46083 -5.29698 -0.44582
O 2.48901 -5.24818 0.43576
H 0.02239 -4.55464 1.13936
H -0.39914 -4.25834 -0.51444
H 0.80512 -3.31002 0.42658
H 1.94784 -5.08474 -1.39760
H 1.02512 -6.27386 -0.65549
H 3.05613 -4.50989 0.20148
C -3.71586 1.75330 1.39825
C -4.47060 1.21015 2.61479
O -5.81955 1.43163 2.51602
H -4.29068 2.59794 1.01845
H -3.78458 0.99092 0.62225
H -2.71761 2.16200 1.55493
H -4.17407 1.82810 3.46231
H -4.21468 0.20650 2.95434
H -6.21272 1.65017 3.36410
C -0.75098 -0.08047 -6.26033
C -1.56400 0.80811 -7.26774
O -2.86302 1.13380 -6.76097
H -0.45934 0.53512 -5.40939
H 0.18398 -0.43966 -6.69035
H -1.47134 -0.82714 -5.92615
H -1.75705 0.19516 -8.14816
H -1.11822 1.76255 -7.54778
H -2.64014 1.62128 -5.96455
C -3.91327 -3.90732 3.49710
C -3.10427 -2.76920 2.84693
O -1.95227 -3.29377 2.34577
H -4.01390 -4.72595 2.78449
H -4.97425 -3.73341 3.67642
H -3.44316 -4.45183 4.31601
H -2.91361 -1.92264 3.50654
H -3.71603 -2.49576 1.98724
H -2.05067 -4.24859 2.33054
C -1.90756 2.66029 -2.09842
C -2.59302 1.76606 -3.12663
O -2.66661 2.53544 -4.31320
H -0.84658 2.69330 -2.34607
H -1.96597 2.18396 -1.11974
H -2.33440 3.65769 -1.99310
H -3.55117 1.45380 -2.71122
H -2.01834 0.85871 -3.31247
H -3.07178 3.39130 -4.15522
C 4.11651 -1.17664 -1.39771
C 3.37211 -2.22679 -0.56597
O 4.12951 -3.39807 -0.45962
H 3.47017 -0.30084 -1.34009
H 4.14582 -1.40105 -2.46395
H 5.07618 -0.90074 -0.96067
H 2.35632 -2.44941 -0.89264
H 3.26554 -1.72751 0.39707
H 4.82141 -3.09011 0.13034
C -0.45534 -3.59281 6.78071
C -1.11016 -2.58731 5.84050
O -1.15273 -1.25673 6.30145
H -0.17378 -4.49400 6.23602
H -1.16381 -3.76813 7.59029
H 0.43987 -3.09900 7.15871
H -2.08902 -2.95041 5.52731
H -0.46540 -2.66785 4.96534
H -1.83125 -0.82232 5.77943
C -4.01804 -2.82839 -4.65257
C -3.39656 -3.00812 -6.02211
O -3.71575 -4.29710 -6.40395
H -5.10116 -2.88818 -4.75916
H -3.70685 -1.88579 -4.20229
H -3.67047 -3.52730 -3.89177
H -2.33980 -2.74577 -5.97204
H -3.86914 -2.32196 -6.72494
H -3.21888 -4.86996 -5.81526
C -4.41941 -2.47761 -1.11986
C -3.18981 -3.30993 -0.83300
O -2.23308 -2.30570 -0.23711
H -4.19033 -1.60408 -1.73027
H -4.81548 -2.00325 -0.22196
H -5.30493 -2.99111 -1.49439
H -2.69107 -3.77294 -1.68446
H -3.21680 -4.01589 -0.00295
H -2.02000 -2.67154 0.62449
C 4.83579 1.22966 3.72356
C 5.68308 0.62527 2.55988
O 6.05020 -0.61983 2.95373
H 3.94339 0.64371 3.94358
H 4.54373 2.23520 3.42076
H 5.40812 1.43826 4.62746
H 6.55693 1.25056 2.37683
H 5.08906 0.61542 1.64602
H 5.33984 -1.16232 3.30401
C -0.45556 5.81273 -0.61142
C 0.44620 5.59915 -1.79136
O 0.72394 6.76372 -2.54876
H -1.42391 6.12138 -1.00529
H -0.07308 6.53020 0.11457
H -0.51193 4.86752 -0.07150
H -0.03919 4.87716 -2.44805
H 1.43665 5.27898 -1.46790
H 1.59394 6.63229 -2.93272
C 0.03888 -2.49543 -2.98852
C 0.84521 -1.13460 -3.14975
O 1.60032 -1.23693 -4.32519
H 0.55019 -3.43220 -2.76689
H -0.56367 -2.74990 -3.86047
H -0.61166 -2.41996 -2.11720
H 1.42844 -1.00275 -2.23841
H 0.13450 -0.30927 -3.19243
H 2.03201 -0.38364 -4.40971
C 2.38849 2.43103 -1.45254
O 1.31038 2.06331 -1.86527
N 2.90137 2.11768 -0.30155
N 3.30927 2.88192 -2.27073
H 3.73883 2.58252 0.01894
H 2.37951 1.54261 0.34425
H 3.06715 2.74366 -3.24148
H 4.23441 3.14809 -1.96515
C 0.35834 -0.05587 0.93885
O 1.07816 0.76398 1.41616
N -0.14272 0.11853 -0.28713
N -0.15872 -1.01838 1.59533
H -0.76356 -0.54906 -0.72187
H 0.04945 1.04389 -0.64331
H 0.32398 -1.41675 2.38804
H -0.96007 -1.46498 1.17288
C 0.11157 4.23219 -5.89192
O 0.93184 4.84541 -6.49587
N 0.40058 3.19157 -5.23331
N -1.16674 4.34299 -6.09187
H 1.36906 2.90683 -5.26613
H -0.38048 2.62754 -4.93015
H -1.38944 5.15118 -6.65519
H -1.88161 3.77631 -5.65834

For the LUMO energy, the calculation gives -0.02 eV. The value obtained for the HOMO energy is -0.3516 Eh. The calculation puts the total energy at -3001.1725 Ha. As for the net charge: 0. The value obtained for the largest force on an atom is 6.46 eV Å⁻¹.

Löwdin population analysis, charges in e, atoms 1 to 99: -0.10, -0.33, -0.06, 0.08, 0.06, 0.07, 0.11, 0.11, 0.08, -0.07, -0.35, -0.09, 0.05, 0.08, 0.08, 0.11, 0.12, 0.04, -0.06, -0.28, -0.12, 0.06, 0.06, 0.06, 0.09, 0.10, 0.00, -0.07, -0.32, -0.09, 0.06, 0.05, 0.05, 0.11, 0.11, 0.02, -0.07, -0.36, -0.06, 0.08, 0.06, 0.07, 0.11, 0.09, 0.09, -0.06, -0.28, -0.10, 0.03, 0.08, 0.05, 0.11, 0.10, 0.01, -0.06, -0.32, -0.10, 0.07, 0.08, 0.07, 0.11, 0.10, 0.10, -0.07, -0.26, -0.12, 0.04, 0.06, 0.08, 0.11, 0.10, 0.10, -0.06, -0.31, -0.06, 0.05, 0.08, 0.08, 0.09, 0.11, 0.11, -0.07, -0.35, -0.05, 0.08, 0.07, 0.08, 0.09, 0.07, 0.07, -0.09, -0.35, -0.06, 0.09, 0.06, 0.06, 0.09, 0.12, 0.09